The following is a quantum chemistry calculation of a cluster of 2 separate species, C22H41O4S in total, from the Open Molecules 2025 dataset.

Its expectation value of S² is 0.766. The HOMO-LUMO gap (alpha / beta) comes out at 9.18 / 7.12 eV. The value obtained for the highest occupied orbital energy (alpha / beta) is -8.5370 / -8.5794 eV. For the total energy, the calculation gives -42502.7753 eV. As for the spin multiplicity: 2. Its total charge is 0. Its LUMO energy (alpha / beta) is 0.6 / -1.5 eV. Its strongest force on any atom is 2.557 eV/Å.

The geometry in XYZ format:
```
68
C22H41O4S wB97M-V/def2-TZVPD
C -8.30 -3.98 4.23
C -8.65 -2.56 3.79
C -7.46 -1.86 3.15
C -7.76 -0.42 2.73
C -6.57 0.29 2.07
C -5.35 0.41 2.98
C -4.17 1.11 2.32
C -2.96 1.15 3.26
C -1.72 1.79 2.64
C -0.56 1.80 3.63
C 0.71 2.45 3.07
C 1.83 2.59 4.09
S 2.50 1.05 4.78
C 4.05 1.00 3.84
C 4.93 -0.12 4.24
C 5.78 -0.61 3.17
O 6.09 -0.02 2.13
O 6.24 -1.86 3.43
C 7.23 -2.29 2.49
C 7.77 -3.61 2.94
H -9.16 -4.45 4.70
H -7.99 -4.59 3.38
H -7.48 -3.97 4.95
H -9.48 -2.59 3.08
H -8.99 -1.98 4.66
H -6.62 -1.87 3.85
H -7.14 -2.43 2.27
H -8.60 -0.41 2.03
H -8.08 0.15 3.62
H -6.28 -0.25 1.16
H -6.89 1.29 1.76
H -5.63 0.96 3.89
H -5.04 -0.59 3.31
H -3.90 0.58 1.39
H -4.45 2.13 2.04
H -3.23 1.70 4.17
H -2.72 0.12 3.57
H -1.43 1.23 1.73
H -1.95 2.82 2.32
H -0.87 2.35 4.54
H -0.33 0.77 3.95
H 1.07 1.86 2.21
H 0.46 3.45 2.69
H 2.68 3.12 3.64
H 1.48 3.16 4.96
H 3.76 1.06 2.77
H 4.67 1.86 4.11
H 4.45 -0.89 4.83
H 6.76 -2.38 1.51
H 8.04 -1.56 2.44
H 8.55 -3.94 2.25
H 8.20 -3.56 3.95
H 6.99 -4.38 2.95
C 9.01 6.00 3.39
C 8.26 5.24 4.47
O 8.36 3.83 4.19
C 7.66 3.08 5.08
O 7.06 3.59 6.03
C 7.67 1.62 4.79
C 6.95 0.74 5.50
H 8.93 7.08 3.58
H 10.08 5.73 3.38
H 8.59 5.79 2.39
H 8.71 5.45 5.45
H 7.21 5.56 4.48
H 8.32 1.34 3.94
H 7.11 -0.31 5.41
H 6.55 1.12 6.46
```

Partial atomic charges computed with the natural (NBO) method, in multiples of e:
1. C -0.60
2. C -0.39
3. C -0.39
4. C -0.39
5. C -0.39
6. C -0.39
7. C -0.39
8. C -0.38
9. C -0.39
10. C -0.40
11. C -0.40
12. C -0.52
13. S 0.18
14. C -0.61
15. C -0.12
16. C 0.69
17. O -0.60
18. O -0.51
19. C -0.07
20. C -0.62
21. H 0.21
22. H 0.20
23. H 0.20
24. H 0.19
25. H 0.19
26. H 0.19
27. H 0.19
28. H 0.20
29. H 0.19
30. H 0.19
31. H 0.20
32. H 0.19
33. H 0.19
34. H 0.19
35. H 0.19
36. H 0.19
37. H 0.19
38. H 0.20
39. H 0.19
40. H 0.19
41. H 0.21
42. H 0.20
43. H 0.20
44. H 0.22
45. H 0.22
46. H 0.25
47. H 0.24
48. H 0.22
49. H 0.19
50. H 0.19
51. H 0.22
52. H 0.21
53. H 0.21
54. C -0.63
55. C -0.07
56. O -0.50
57. C 0.74
58. O -0.61
59. C -0.30
60. C -0.34
61. H 0.22
62. H 0.21
63. H 0.21
64. H 0.19
65. H 0.19
66. H 0.22
67. H 0.22
68. H 0.24

=====

The following is a quantum chemistry calculation of a cluster of 8 separate species, C22H42BBr14NO3 in total, from the Open Molecules 2025 dataset.

The calculation puts the energy above the lowest of the compared OMol25 structures with the same formula, charge and spin at 0.0 kcal per mole. The HOMO-LUMO gap comes out at 9.99 eV. The value obtained for the highest occupied orbital energy is -9.7118 eV. Its SMILES is CCB(O)[C@H]1CC(=O)N[C@@H]1CC=O.BrCCBr.BrCCBr.BrCCBr.BrCCBr.BrCCBr.BrCCBr.BrCCBr. For the total energy, the calculation gives -1012400.9541 eV. As for the spin multiplicity: 1. Its total charge is 0. Its LUMO energy is 0.3 eV. Its strongest force on any atom is 1.230 eV/Å.

The geometry in XYZ format:
```
83
C22H42BBr14NO3 wB97M-V/def2-TZVPD
C -1.49 1.11 -0.35
C -2.25 -0.18 0.03
B -1.41 -1.26 0.79
O -1.94 -2.56 0.89
C -0.01 -1.04 1.47
C -0.11 -0.59 2.97
C 0.47 -1.82 3.65
O -0.02 -2.45 4.56
N 1.59 -2.26 2.85
C 0.94 -2.29 1.50
C 2.01 -2.33 0.42
C 1.58 -3.10 -0.82
O 2.37 -3.49 -1.65
H -2.00 1.66 -1.15
H -1.42 1.78 0.52
H -0.47 0.90 -0.70
H -2.72 -0.62 -0.86
H -3.10 0.10 0.68
H -2.82 -2.47 1.28
H 0.56 -0.23 0.99
H 0.58 0.26 3.08
H -1.12 -0.37 3.32
H 2.26 -1.48 2.86
H 0.36 -3.23 1.53
H 2.28 -1.32 0.10
H 2.90 -2.84 0.81
H 0.50 -3.29 -0.95
Br 0.05 3.77 3.84
C 0.67 5.54 3.32
C 0.07 5.97 2.00
Br 0.89 5.03 0.51
H 1.75 5.49 3.28
H 0.36 6.21 4.11
H 0.26 7.03 1.83
H -0.99 5.78 1.94
Br 2.69 1.56 1.06
C 3.71 1.30 -0.59
C 3.97 2.57 -1.35
Br 2.40 3.28 -2.24
H 3.13 0.59 -1.17
H 4.65 0.86 -0.28
H 4.70 2.37 -2.14
H 4.33 3.38 -0.72
Br -7.01 -6.26 2.36
C -5.79 -5.71 0.95
C -5.00 -4.49 1.34
Br -6.07 -2.87 1.25
H -6.39 -5.55 0.06
H -5.12 -6.55 0.79
H -4.18 -4.33 0.64
H -4.61 -4.55 2.35
Br 3.88 -1.04 7.83
C 3.48 -2.32 6.42
C 4.54 -2.32 5.35
Br 4.40 -0.75 4.20
H 2.50 -2.06 6.04
H 3.44 -3.29 6.91
H 4.40 -3.17 4.69
H 5.54 -2.31 5.75
Br -3.89 -9.15 -0.21
C -2.65 -8.63 -1.61
C -1.86 -7.41 -1.22
Br -2.93 -5.79 -1.33
H -3.23 -8.47 -2.50
H -1.99 -9.48 -1.74
H -1.03 -7.25 -1.91
H -1.48 -7.46 -0.20
Br -0.74 4.64 -4.19
C -1.31 6.42 -3.66
C -1.19 6.63 -2.17
Br -2.59 5.72 -1.18
H -2.33 6.54 -4.01
H -0.65 7.11 -4.18
H -1.30 7.69 -1.93
H -0.24 6.27 -1.78
Br 2.58 6.88 -9.19
C 1.36 5.41 -8.81
C 1.14 5.23 -7.33
Br 2.67 4.39 -6.48
H 1.77 4.53 -9.28
H 0.42 5.68 -9.29
H 0.30 4.57 -7.15
H 0.98 6.17 -6.82
```

Partial atomic charges computed with the Mulliken method, in multiples of e:
1. C -1.01
2. C -0.42
3. B 0.75
4. O -0.43
5. C 0.96
6. C -0.68
7. C 0.40
8. O -0.58
9. N -0.32
10. C -0.36
11. C -0.29
12. C -0.07
13. O -0.54
14. H 0.40
15. H 0.24
16. H 0.13
17. H 0.34
18. H 0.33
19. H 0.12
20. H -0.83
21. H 0.25
22. H 0.37
23. H 0.07
24. H 0.60
25. H -0.31
26. H 0.44
27. H 0.39
28. Br -0.15
29. C -0.58
30. C -0.64
31. Br -0.05
32. H 0.36
33. H 0.36
34. H 0.36
35. H 0.38
36. Br -0.04
37. C -0.72
38. C -0.67
39. Br -0.14
40. H 0.41
41. H 0.44
42. H 0.39
43. H 0.38
44. Br -0.16
45. C -0.27
46. C -0.13
47. Br -0.16
48. H 0.43
49. H 0.02
50. H -0.19
51. H 0.45
52. Br -0.12
53. C -0.37
54. C -0.59
55. Br -0.13
56. H 0.11
57. H 0.36
58. H 0.33
59. H 0.42
60. Br -0.14
61. C -0.53
62. C -0.65
63. Br -0.14
64. H 0.35
65. H 0.35
66. H 0.38
67. H 0.38
68. Br -0.16
69. C -0.59
70. C -0.47
71. Br -0.12
72. H 0.42
73. H 0.35
74. H 0.37
75. H 0.16
76. Br -0.15
77. C -0.56
78. C -0.58
79. Br -0.10
80. H 0.37
81. H 0.37
82. H 0.31
83. H 0.33

=====

The following is a quantum chemistry calculation of a structure of composition C22H42CaF18O21P3, from the Open Molecules 2025 dataset.

Its expectation value of S² is 0.756. The HOMO-LUMO gap (alpha / beta) comes out at 8.33 / 2.13 eV. The value obtained for the highest occupied orbital energy (alpha / beta) is -10.6071 / -10.6071 eV. For the total energy, the calculation gives -161725.0691 eV. As for the spin multiplicity: 2. Its total charge is 0. Its LUMO energy (alpha / beta) is -2.3 / -8.5 eV. Its strongest force on any atom is 6.611 eV/Å.

The geometry in XYZ format:
```
107
C22H42CaF18O21P3 wB97M-V/def2-TZVPD
Ca -0.19 2.99 1.39
P -0.02 3.16 4.63
F 1.15 3.22 3.52
F -0.83 3.82 3.44
F -0.44 1.66 3.95
F -1.41 3.00 5.51
F 0.99 2.66 5.88
F 0.23 4.72 5.17
P 0.74 -0.17 0.67
F 1.25 0.39 -0.77
F 1.21 1.16 1.52
F -0.63 0.85 0.57
F 0.21 -0.73 2.12
F -0.05 -1.38 -0.21
F 2.11 -1.02 0.78
P 2.76 4.96 0.76
F 2.26 3.35 1.00
F 3.94 4.62 1.85
F 3.60 4.53 -0.58
F 3.24 6.45 0.58
F 1.42 5.05 -0.31
F 1.73 5.36 2.00
C -2.69 -2.98 -0.22
C -3.95 -2.99 0.63
C -4.06 -4.28 1.39
O -4.19 -3.77 2.72
C -4.39 -2.43 2.73
O -4.71 -1.78 3.78
O -4.20 -1.98 1.54
H -1.78 -3.14 0.35
H -2.49 -2.00 -0.65
H -2.83 -3.55 -1.14
H -4.67 -2.88 -0.18
H -3.18 -4.88 1.17
H -4.93 -4.82 1.02
C -4.49 -3.31 -4.96
O -3.30 -2.86 -4.37
C -3.22 -1.57 -4.00
O -4.08 -0.73 -4.35
O -2.20 -1.51 -3.19
C -1.62 -0.37 -2.64
H -4.33 -3.83 -5.90
H -5.24 -2.55 -5.21
H -5.09 -3.77 -4.17
H -0.69 -0.17 -3.17
H -1.54 -0.36 -1.55
H -2.25 0.51 -2.81
C 4.95 -3.23 6.91
O 4.43 -2.37 5.97
C 5.32 -1.54 5.23
O 6.50 -1.34 5.60
O 4.69 -1.06 4.10
C 3.24 -1.19 3.98
H 4.27 -3.79 7.55
H 5.47 -2.59 7.63
H 5.80 -3.80 6.53
H 2.72 -0.47 4.62
H 2.99 -2.21 4.26
H 2.82 -0.97 3.00
C 1.29 3.05 -2.98
O -0.13 2.88 -3.16
C -0.91 3.10 -2.14
O -0.61 3.02 -0.92
O -2.19 3.36 -2.45
C -2.55 3.98 -3.76
H 1.71 2.51 -2.13
H 1.54 4.10 -2.90
H 1.83 2.74 -3.88
H -2.69 3.31 -4.61
H -1.67 4.49 -4.16
H -3.48 4.52 -3.62
C 1.32 -4.59 0.98
O 1.81 -4.16 -0.32
C 1.87 -5.05 -1.30
O 1.60 -6.27 -1.27
O 2.29 -4.53 -2.50
C 2.45 -3.10 -2.72
H 1.92 -5.41 1.38
H 0.27 -4.87 1.00
H 1.37 -3.74 1.67
H 2.59 -2.56 -1.78
H 1.50 -2.70 -3.08
H 3.13 -2.86 -3.54
C -4.35 0.87 1.20
O -4.58 2.11 0.89
C -3.61 3.05 0.83
O -2.54 2.95 1.38
O -4.06 4.15 0.29
C -5.07 4.09 -0.74
H -3.72 0.65 2.06
H -3.83 0.45 0.34
H -5.31 0.39 1.41
H -6.08 3.77 -0.49
H -4.64 3.70 -1.66
H -5.17 5.15 -0.96
C 4.33 1.10 -0.86
O 4.06 0.65 -2.17
C 5.00 -0.01 -2.88
O 6.11 -0.32 -2.50
O 4.51 -0.27 -4.17
C 3.08 0.09 -4.46
H 5.16 1.81 -0.87
H 4.50 0.32 -0.12
H 3.46 1.70 -0.59
H 2.74 -0.34 -5.40
H 2.84 1.13 -4.27
H 2.54 -0.51 -3.72
```

Mulliken population analysis, charges in e, atoms 1 to 99:
1. Ca 1.92
2. P 1.36
3. F -0.39
4. F -0.56
5. F -0.34
6. F -0.40
7. F -0.37
8. F -0.39
9. P 2.03
10. F -0.19
11. F -0.41
12. F -0.76
13. F -0.40
14. F -0.34
15. F -0.46
16. P 1.44
17. F -0.41
18. F -0.41
19. F -0.37
20. F -0.30
21. F -0.40
22. F -0.34
23. C -0.54
24. C 0.51
25. C -0.33
26. O -0.38
27. C 0.58
28. O -0.59
29. O -0.14
30. H 0.39
31. H -0.73
32. H 0.43
33. H 0.23
34. H 0.29
35. H 0.26
36. C -0.79
37. O -0.32
38. C 0.77
39. O -0.63
40. O -0.16
41. C -0.36
42. H 0.28
43. H 0.35
44. H 0.29
45. H 0.28
46. H -0.44
47. H 0.50
48. C -0.68
49. O -0.29
50. C 0.59
51. O -0.57
52. O -0.23
53. C -0.20
54. H 0.27
55. H 0.28
56. H 0.31
57. H 0.36
58. H 0.28
59. H -0.15
60. C -1.00
61. O -0.38
62. C 0.03
63. O 0.20
64. O 0.11
65. C -0.89
66. H 0.33
67. H 0.41
68. H 0.27
69. H 0.33
70. H 0.36
71. H 0.28
72. C -0.73
73. O -0.03
74. C 0.81
75. O -0.13
76. O -0.30
77. C -0.50
78. H 0.42
79. H 0.34
80. H 0.17
81. H 0.31
82. H 0.33
83. H 0.34
84. C -0.47
85. O -0.42
86. C 0.35
87. O -0.41
88. O -0.29
89. C -0.57
90. H 0.35
91. H 0.23
92. H 0.23
93. H 0.31
94. H 0.10
95. H 0.32
96. C -0.40
97. O -0.02
98. C 0.52
99. O -0.57